A structure of composition C39H53HgN5O3PS3 in a non-equilibrium geometry, computed with ωB97M-V/def2-TZVPD.

Charge ... -2
Total energy ... -3706.753191 Eh
F_max ... 1.38 eV Å⁻¹
Highest occupied orbital energy (alpha / beta) ... 0.71 / -0.77 eV
Spin multiplicity ... 2
Lowest unoccupied orbital energy (alpha / beta) ... 4.1 / 4.1 eV

```
105
Properties=species:S:1:pos:R:3:forces:R:3:mulliken_charge:R:1
Hg 0.109 0.033 0.489 0.439 -0.679 -0.024 2.21
C 0.522 -0.478 5.203 0.029 -0.026 -0.036 -1.91
C 0.794 -0.405 3.715 -0.087 0.129 -0.165 0.91
S -0.535 0.367 2.843 -0.219 0.082 0.522 -0.52
C 1.932 -0.878 3.178 0.089 -0.003 -0.204 0.07
C 3.008 -1.529 4.010 -0.238 0.137 0.023 -1.54
S 2.353 -0.868 1.470 0.429 0.144 -0.036 -0.36
H -0.460 -0.055 5.395 -0.051 0.001 0.129 0.44
H 1.256 0.093 5.775 0.049 0.018 0.101 0.35
H 0.527 -1.508 5.569 0.010 -0.055 0.074 0.33
H 2.829 -1.408 5.075 0.058 -0.055 0.185 0.45
H 3.974 -1.091 3.758 0.104 -0.017 0.036 0.29
H 3.059 -2.594 3.776 0.093 -0.155 0.031 0.15
C -4.501 1.420 -5.994 0.016 -0.045 0.118 -1.56
C -4.001 1.511 -4.579 -0.088 0.096 0.025 1.53
C -2.737 2.003 -4.302 -0.122 0.098 0.086 -1.05
C -2.252 2.039 -3.001 -0.218 0.149 0.177 -0.07
C -3.054 1.593 -1.965 0.697 0.301 0.247 0.19
C -4.330 1.133 -2.222 -0.352 -0.160 -0.007 -0.64
C -4.807 1.088 -3.520 0.221 0.135 0.058 -0.69
S -2.531 1.658 -0.237 -0.729 0.281 -0.433 0.80
O -2.703 0.318 0.272 0.042 0.020 0.006 -0.64
O -3.428 2.648 0.343 0.329 0.037 0.021 -0.80
N -0.979 2.025 -0.252 -0.873 -0.980 -0.436 0.09
C -0.429 3.198 0.125 -0.252 0.874 0.227 -0.15
C -1.126 4.379 0.381 -0.086 -0.473 -0.163 -0.99
C -0.479 5.516 0.841 0.730 0.378 0.187 -0.91
C 0.883 5.543 1.042 -0.400 0.481 0.127 -0.88
C 1.644 4.400 0.757 0.001 -0.368 -0.097 0.96
C 3.046 4.358 0.914 0.111 -0.428 -0.205 -0.65
C 3.734 3.223 0.556 0.035 0.787 0.217 -1.13
C 3.014 2.118 0.101 -0.778 -0.338 -0.256 -0.14
N 1.701 2.107 -0.015 0.566 0.258 -0.187 0.24
C 1.003 3.223 0.281 0.262 0.262 0.146 0.36
H -3.780 1.856 -6.685 -0.037 -0.026 -0.055 0.36
H -5.456 1.939 -6.110 0.001 -0.025 -0.046 0.37
H -4.648 0.371 -6.256 -0.033 -0.014 -0.142 0.19
H -2.116 2.341 -5.121 0.120 0.016 -0.054 0.23
H -1.269 2.420 -2.777 0.164 -0.014 0.005 0.30
H -4.936 0.816 -1.387 -0.133 -0.125 0.024 0.44
H -5.802 0.714 -3.728 -0.081 -0.036 0.051 0.16
H -2.198 4.381 0.273 0.018 0.000 -0.011 0.56
H -1.069 6.399 1.061 -0.011 0.040 -0.009 0.35
H 1.382 6.430 1.415 -0.012 0.031 0.010 0.32
H 3.551 5.229 1.315 0.065 0.030 -0.059 0.36
H 4.815 3.174 0.615 -0.007 -0.027 0.107 0.37
H 3.521 1.197 -0.154 -0.015 -0.091 0.052 0.42
C 4.173 -0.387 -3.764 0.086 -0.112 -0.034 -1.12
C 3.766 -1.536 -2.839 0.285 -0.063 -0.249 -0.55
C 2.592 -1.130 -2.098 0.133 -0.248 -0.003 0.01
N 1.654 -0.743 -1.577 -0.065 0.257 0.117 0.02
H 5.052 -0.655 -4.350 0.038 0.008 -0.022 0.37
H 4.395 0.500 -3.174 0.017 0.069 -0.039 0.29
H 3.353 -0.154 -4.442 0.020 0.055 -0.026 0.30
H 4.568 -1.780 -2.137 -0.091 -0.040 -0.059 0.26
H 3.524 -2.433 -3.419 0.054 0.062 0.130 0.29
C -2.914 -4.025 1.672 0.023 0.163 -0.022 -1.29
C -1.985 -2.820 1.712 0.056 -0.011 -0.155 -0.22
P -0.392 -2.957 0.762 -0.159 -0.426 0.324 0.91
C 0.549 -3.914 2.060 -0.057 0.251 -0.141 -0.41
C 1.926 -4.374 1.610 -0.047 -0.005 0.021 -1.23
C -0.685 -4.310 -0.490 0.099 0.233 0.137 -0.25
C 0.270 -4.150 -1.670 -0.041 -0.051 0.008 -1.08
H -3.763 -3.850 2.332 -0.148 -0.067 0.096 0.43
H -2.410 -4.933 2.001 0.035 -0.168 0.021 0.25
H -3.297 -4.169 0.664 -0.049 -0.118 -0.028 0.16
H -1.677 -2.587 2.741 -0.068 0.100 -0.221 0.54
H -2.505 -1.936 1.329 0.053 -0.025 0.180 -0.12
H -0.062 -4.762 2.393 -0.023 0.063 -0.001 0.53
H 0.667 -3.218 2.896 -0.079 -0.006 0.012 0.04
H 1.859 -5.088 0.791 0.018 -0.145 -0.135 0.37
H 2.465 -4.851 2.432 0.064 -0.055 0.015 0.40
H 2.491 -3.502 1.283 0.124 -0.045 -0.039 0.12
H -1.706 -4.218 -0.859 -0.103 -0.126 0.066 -0.41
H -0.560 -5.292 -0.024 -0.116 -0.040 0.052 0.69
H 0.099 -3.186 -2.143 0.048 0.079 -0.131 -0.08
H 0.106 -4.937 -2.411 0.035 -0.016 -0.047 0.50
H 1.312 -4.178 -1.349 0.147 -0.033 0.001 0.30
C -5.835 -2.513 -5.674 0.061 0.084 0.314 -1.48
C -5.460 -2.343 -4.202 -0.059 0.100 -0.248 0.57
N -4.786 -3.507 -3.663 -0.098 -0.090 0.067 0.88
C -5.659 -4.637 -3.392 0.100 -0.361 0.078 -0.62
C -5.191 -5.904 -4.111 -0.167 0.222 0.165 -1.31
C -3.813 -3.266 -2.638 0.374 0.377 -0.190 -1.44
O -3.838 -3.956 -1.603 -0.148 -0.180 0.340 -0.85
C -2.811 -2.282 -2.917 -0.302 -0.411 0.227 1.62
C -2.433 -1.862 -4.224 -0.145 0.100 -0.406 -0.16
C -1.435 -0.931 -4.359 0.222 -0.045 0.126 -1.54
C -0.784 -0.441 -3.229 0.473 0.013 -0.817 -1.03
N -1.098 -0.853 -1.987 -0.351 -0.065 0.679 2.04
C -2.068 -1.717 -1.851 0.032 0.007 0.076 -1.80
H -6.359 -1.627 -6.027 -0.152 0.103 -0.085 0.44
H -6.476 -3.380 -5.819 -0.120 -0.107 -0.056 0.42
H -4.945 -2.644 -6.285 0.165 -0.060 -0.042 0.22
H -6.373 -2.127 -3.618 0.078 0.041 -0.033 0.38
H -4.798 -1.482 -4.101 -0.114 -0.082 0.052 -0.79
H -6.689 -4.406 -3.689 0.094 0.120 -0.026 0.40
H -5.645 -4.828 -2.311 -0.111 0.069 -0.194 0.41
H -5.209 -5.774 -5.193 0.021 0.016 -0.090 0.27
H -5.834 -6.744 -3.843 -0.019 -0.128 -0.018 0.44
H -4.173 -6.131 -3.804 0.108 -0.048 0.008 0.27
H -2.901 -2.303 -5.092 -0.053 -0.019 -0.110 0.28
H -1.150 -0.583 -5.346 0.089 0.034 -0.040 0.35
H 0.037 0.255 -3.312 0.061 0.155 -0.012 0.63
H -2.313 -1.995 -0.837 -0.180 -0.030 0.040 0.23
```
Positions in Å, forces in eV/Å.

=====

A structure of composition C55H64BrClN5O5SeTl, computed with ωB97M-V/def2-TZVPD.

Charge ... -2
Total energy ... -8392.438271 Eh
F_max ... 0.69 eV Å⁻¹
Highest occupied orbital energy ... -1.45 eV
Spin multiplicity ... 1
Lowest unoccupied orbital energy ... 3.6 eV

```
133
Properties=species:S:1:pos:R:3:forces:R:3:mulliken_charge:R:1
Tl 1.361 0.328 -0.048 -0.322 -0.367 -0.064 1.40
C -2.885 -4.908 5.194 -0.034 -0.057 -0.044 -1.82
C -2.749 -5.300 3.713 -0.072 0.009 0.069 2.37
C -4.114 -5.138 3.029 0.037 -0.022 0.047 -1.69
C -2.370 -6.782 3.657 0.004 0.117 -0.018 -2.33
C -1.712 -4.398 3.047 -0.026 -0.129 0.006 -0.75
C -1.910 -3.022 3.000 0.052 -0.108 0.000 -0.59
C -0.966 -2.178 2.451 0.070 0.481 -0.108 -0.86
Se -1.274 -0.265 2.433 -0.130 -0.201 0.122 0.21
C -2.537 -0.074 0.986 0.297 0.000 0.107 -0.32
C -3.748 -0.728 1.014 -0.028 0.051 -0.125 -0.66
C -4.662 -0.592 -0.030 -0.039 -0.039 -0.065 -0.63
C -4.248 0.160 -1.131 -0.142 -0.042 0.048 -0.02
C -3.038 0.832 -1.199 0.148 0.114 -0.093 -0.90
C -2.156 0.829 -0.059 -0.378 -0.138 0.153 1.03
O -1.116 1.560 0.051 0.248 0.236 -0.254 -0.44
C -2.598 1.549 -2.481 0.093 0.091 0.049 3.26
C -2.328 3.039 -2.211 0.023 -0.083 -0.013 -1.45
C -3.633 1.460 -3.605 0.046 -0.018 0.088 -2.63
C -1.302 0.892 -2.983 -0.017 0.038 0.025 -1.79
C -6.057 -1.199 0.095 -0.062 -0.017 0.066 2.34
C -6.942 -0.917 -1.122 0.083 -0.010 0.066 -2.40
C -6.753 -0.580 1.321 -0.026 -0.076 -0.075 -1.72
C -5.976 -2.721 0.284 -0.014 0.070 0.018 -1.31
C 0.297 -2.635 1.942 -0.206 0.040 0.156 0.47
O 1.204 -1.823 1.551 -0.006 -0.244 -0.031 -0.15
C 0.457 -4.070 1.944 0.131 0.009 -0.013 -0.51
C -0.523 -4.878 2.497 -0.067 0.005 0.018 -0.11
C 1.726 -4.679 1.346 0.121 0.078 -0.070 2.73
C 1.749 -6.210 1.396 -0.049 0.084 0.003 -2.63
C 2.956 -4.175 2.120 -0.063 0.021 -0.025 -1.49
C 1.837 -4.259 -0.130 0.006 0.031 0.087 -1.50
H -3.614 -5.550 5.703 -0.019 0.014 0.009 0.44
H -3.209 -3.871 5.294 0.001 0.014 0.014 0.32
H -1.922 -5.006 5.699 0.008 0.004 0.010 0.37
H -4.872 -5.762 3.516 -0.010 0.002 0.011 0.46
H -4.049 -5.429 1.979 -0.002 0.028 -0.020 0.38
H -4.451 -4.102 3.069 -0.013 0.006 -0.016 0.25
H -3.143 -7.379 4.149 -0.010 -0.002 0.000 0.43
H -1.423 -6.965 4.169 0.019 -0.036 -0.020 0.43
H -2.280 -7.125 2.625 0.033 -0.031 -0.001 0.41
H -2.815 -2.584 3.408 0.015 0.014 0.028 0.59
H -3.979 -1.353 1.870 -0.025 0.027 0.019 0.01
H -4.919 0.224 -1.979 0.047 0.026 -0.004 0.52
H -3.244 3.548 -1.893 -0.023 0.007 -0.008 0.35
H -1.951 3.527 -3.118 -0.032 0.004 -0.013 0.45
H -1.587 3.126 -1.420 -0.053 0.018 0.009 -0.05
H -4.586 1.911 -3.314 -0.019 -0.008 -0.015 0.42
H -3.809 0.423 -3.901 -0.051 0.005 -0.013 0.44
H -3.256 2.001 -4.477 0.017 -0.010 -0.018 0.45
H -0.539 0.918 -2.207 0.024 0.037 0.001 0.03
H -0.912 1.414 -3.863 -0.011 -0.001 -0.039 0.41
H -1.478 -0.153 -3.245 0.011 -0.004 -0.024 0.37
H -7.037 0.156 -1.296 -0.003 0.003 -0.045 0.44
H -7.943 -1.321 -0.947 -0.001 -0.029 -0.010 0.45
H -6.540 -1.385 -2.023 0.008 0.040 -0.030 0.39
H -6.808 0.504 1.207 -0.006 0.016 0.024 0.35
H -6.194 -0.794 2.233 -0.003 0.014 0.025 0.29
H -7.769 -0.974 1.434 0.000 -0.012 0.024 0.45
H -5.514 -3.188 -0.588 0.025 -0.006 0.000 0.34
H -6.975 -3.149 0.420 -0.005 -0.012 0.010 0.47
H -5.373 -2.975 1.156 0.009 -0.033 -0.018 -0.03
H -0.348 -5.945 2.512 -0.010 0.011 -0.025 0.45
H 1.710 -6.582 2.424 -0.011 -0.027 -0.002 0.42
H 2.680 -6.566 0.947 0.010 0.002 -0.015 0.50
H 0.917 -6.640 0.834 -0.005 -0.035 0.014 0.42
H 2.958 -4.577 3.138 -0.007 -0.010 0.004 0.34
H 2.928 -3.089 2.169 0.043 0.041 0.037 0.10
H 3.879 -4.488 1.620 0.015 -0.033 0.012 0.45
H 1.010 -4.681 -0.707 0.008 -0.011 -0.008 0.30
H 2.778 -4.612 -0.564 0.005 -0.024 -0.012 0.39
H 1.795 -3.177 -0.224 -0.004 0.003 -0.054 0.21
O 3.050 -0.898 -4.414 0.014 0.018 -0.053 -0.88
C 3.086 -0.671 -3.189 -0.254 -0.210 0.073 0.03
O 2.405 -1.188 -2.272 0.560 0.343 -0.205 -0.39
C 4.134 0.417 -2.803 -0.146 -0.193 -0.117 0.37
C 5.030 0.862 -3.778 0.113 0.106 -0.062 -0.77
C 5.950 1.840 -3.453 -0.038 -0.019 0.028 -0.40
C 5.945 2.366 -2.167 0.052 -0.004 -0.009 -0.96
C 5.016 1.869 -1.270 0.059 0.012 0.066 -0.27
N 4.145 0.914 -1.573 -0.130 -0.127 0.175 0.63
H 4.968 0.427 -4.765 -0.034 -0.043 0.029 0.53
H 6.664 2.197 -4.187 -0.011 -0.011 -0.018 0.37
H 6.654 3.129 -1.871 -0.047 0.029 0.036 0.44
H 4.962 2.246 -0.251 0.033 0.015 -0.010 0.29
Cl 1.457 1.667 6.095 -0.027 -0.070 0.099 -0.27
C 1.971 2.278 4.557 0.065 0.152 -0.042 -0.09
C 2.574 3.523 4.476 -0.007 -0.070 -0.163 -0.35
C 2.969 3.972 3.224 0.013 -0.005 0.102 -1.06
C 2.724 3.167 2.120 0.011 0.004 -0.003 -0.51
N 2.140 1.979 2.215 -0.016 0.160 0.058 0.93
C 1.775 1.525 3.407 0.005 -0.085 -0.043 -0.76
H 2.728 4.122 5.363 -0.006 -0.040 0.038 0.44
H 3.459 4.931 3.114 -0.022 0.008 -0.038 0.43
H 2.994 3.468 1.114 0.010 0.053 -0.003 0.48
H 1.320 0.539 3.422 -0.028 0.005 0.061 0.56
C 0.715 7.103 -2.294 0.127 0.074 0.110 -1.30
N 0.183 5.777 -2.011 -0.389 -0.236 -0.252 0.30
N 1.086 4.743 -2.304 0.206 0.126 0.234 0.60
C 1.239 3.912 -1.178 0.163 0.295 -0.007 -0.15
O 2.034 3.000 -1.107 -0.075 -0.057 0.058 -0.27
C 0.320 4.447 -0.188 -0.050 0.048 0.150 -0.57
C -0.248 5.548 -0.700 0.149 -0.124 0.003 0.47
C -1.218 6.491 -0.079 0.024 0.032 -0.056 -1.91
C 1.268 4.336 -3.640 -0.015 -0.084 -0.296 0.17
C 2.132 3.281 -3.944 0.012 -0.038 0.097 0.23
C 2.287 2.867 -5.255 -0.020 0.025 -0.046 -0.18
C 1.621 3.514 -6.288 -0.016 -0.001 -0.043 -0.74
C 0.754 4.552 -5.987 0.057 -0.035 -0.012 -0.89
C 0.566 4.958 -4.674 -0.074 0.039 0.089 -0.29
H 1.181 7.100 -3.276 -0.056 0.004 -0.030 0.48
H 1.467 7.408 -1.554 0.019 -0.034 -0.012 0.30
H -0.101 7.825 -2.293 -0.010 -0.013 0.004 0.39
H 0.122 3.954 0.750 -0.098 -0.024 -0.031 0.52
H -1.740 5.987 0.732 0.007 0.000 0.018 0.46
H -1.949 6.821 -0.817 -0.042 -0.010 0.021 0.39
H -0.718 7.373 0.327 0.001 0.009 -0.006 0.34
H 2.640 2.754 -3.153 0.055 0.051 0.022 0.15
H 2.921 2.011 -5.453 -0.009 0.004 0.005 0.29
H 1.759 3.196 -7.314 -0.026 -0.032 0.009 0.38
H 0.196 5.041 -6.776 -0.004 0.012 0.009 0.36
H -0.165 5.723 -4.452 0.001 0.005 0.036 0.45
Br 8.169 -2.240 1.484 -0.120 0.066 -0.044 -0.24
C 6.408 -1.492 1.448 0.152 -0.091 0.077 -0.10
C 6.056 -0.562 2.407 -0.046 0.021 -0.015 -0.82
C 4.758 -0.068 2.349 0.193 -0.036 0.031 -0.21
N 3.869 -0.437 1.442 0.052 0.029 -0.016 1.02
C 4.231 -1.337 0.532 0.078 -0.010 0.087 -0.09
C 5.504 -1.901 0.493 -0.078 0.016 -0.080 -1.08
H 6.754 -0.231 3.163 -0.011 -0.018 0.013 0.42
H 4.433 0.662 3.085 -0.020 0.024 -0.025 0.12
H 3.482 -1.618 -0.201 0.034 0.009 -0.091 0.29
H 5.757 -2.625 -0.268 0.008 -0.017 0.015 0.59
```
Positions in Å, forces in eV/Å.